(1)
ClH2O3PS | ωB97M-V/def2-TZVPD

Each line ends with the Mulliken charge.
Geometry (Å):
O (0.851, 0.986, 0.910)  -0.284
O (0.950, -0.668, -1.164)  -0.388
O (1.176, -0.291, 1.308)  -0.133
P (0.852, -1.449, 0.175)  0.199
S (-3.698, 0.548, -0.525)  -0.042
Cl (-1.858, -0.012, 0.186)  -0.078
H (0.027, 0.825, 0.347)  0.333
H (1.700, 0.061, -1.236)  0.392

Energy relative to the best compared isomer or geometry (same formula, charge and spin), eV: 5.7260
Maximum force, eV/A: 4.88
HOMO (alpha / beta), Eh: -0.3638 / -0.2676
Frontier orbital gap (alpha / beta), eV: 8.92 / 4.40

(2)
C27H35BO4S | ωB97M-V/def2-TZVPD

Each line ends with the Mulliken charge.
Geometry (Å):
C (-1.433, -1.437, -1.025)  -0.799
O (-0.945, -0.202, -0.475)  0.198
C (0.300, -0.132, 0.144)  -0.213
C (1.343, -1.135, -0.309)  0.588
C (2.468, -0.796, -1.072)  -0.620
C (3.530, -1.692, -1.178)  -0.755
C (3.435, -2.985, -0.650)  0.973
C (4.658, -3.840, -0.576)  -1.430
C (2.215, -3.392, -0.085)  -1.272
C (1.216, -2.456, 0.147)  0.059
H (-2.474, -1.196, -1.260)  0.312
H (-0.892, -1.728, -1.948)  0.203
H (-1.401, -2.245, -0.279)  0.264
H (0.659, 0.900, 0.065)  0.313
H (2.481, 0.201, -1.513)  0.435
H (4.458, -1.350, -1.634)  0.382
H (4.423, -4.818, -0.150)  0.354
H (5.136, -3.976, -1.552)  0.350
H (5.389, -3.351, 0.082)  0.297
H (2.061, -4.429, 0.225)  0.294
H (0.322, -2.740, 0.715)  0.157
C (0.616, 0.176, -7.277)  -0.831
O (-0.692, -0.053, -6.683)  -0.453
C (-0.929, 0.558, -5.492)  0.826
C (-2.097, 0.188, -4.773)  -0.868
C (-2.296, 0.680, -3.503)  -0.333
C (-1.371, 1.571, -2.910)  0.953
B (0.257, -0.493, 1.794)  0.733
C (-1.591, 2.196, -1.645)  0.040
C (-0.816, 3.199, -1.072)  -0.482
C (-1.423, 3.809, 0.048)  -0.851
C (-2.631, 3.233, 0.399)  0.798
C (-3.505, 3.704, 1.493)  -1.216
S (-2.986, 1.894, -0.620)  -0.247
O (-0.953, -0.814, 2.330)  -0.348
C (-0.810, -0.645, 3.768)  1.527
C (-1.949, 0.268, 4.193)  -1.554
C (-1.047, -2.013, 4.389)  -2.137
C (0.661, -0.045, 3.961)  1.681
C (0.665, 1.448, 4.309)  -1.882
C (1.550, -0.805, 4.928)  -1.850
O (1.264, -0.149, 2.640)  -0.576
C (-0.205, 1.905, -3.633)  -0.691
C (-0.013, 1.475, -4.927)  -0.686
H (0.653, -0.509, -8.124)  0.240
H (0.709, 1.220, -7.619)  0.312
H (1.423, -0.053, -6.561)  0.365
H (-2.805, -0.493, -5.247)  0.406
H (-3.196, 0.400, -2.955)  0.414
H (0.143, 3.501, -1.473)  0.414
H (-1.014, 4.680, 0.557)  0.344
H (-3.083, 4.607, 1.949)  0.355
H (-4.520, 3.936, 1.151)  0.341
H (-3.564, 2.951, 2.287)  0.201
H (-1.924, 0.447, 5.276)  0.390
H (-1.934, 1.241, 3.681)  0.054
H (-2.913, -0.213, 3.981)  0.449
H (-1.158, -1.928, 5.476)  0.399
H (-1.971, -2.442, 3.986)  0.490
H (-0.247, -2.729, 4.177)  0.367
H (0.368, 1.608, 5.356)  0.391
H (1.677, 1.866, 4.188)  0.457
H (-0.014, 2.011, 3.646)  0.249
H (1.144, -0.699, 5.941)  0.384
H (1.609, -1.871, 4.673)  0.322
H (2.571, -0.395, 4.938)  0.426
H (0.545, 2.548, -3.180)  0.216
H (0.851, 1.830, -5.491)  0.374

Energy relative to the best compared isomer or geometry (same formula, charge and spin), eV: 0.3405
Maximum force, eV/A: 3.24
SMILES: CO[C@@H](B1OC(C)(C)C(C)(C)O1)c1ccc(C)cc1.COc1ccc(-c2ccc(C)s2)cc1
HOMO, Eh: -0.2576
Frontier orbital gap, eV: 7.65

(3)
C26H40N2O7PPtSbSe | ωB97M-V/def2-TZVPD

Each line ends with the Mulliken spin population.
Geometry (Å):
Pt (-0.183, -0.775, 0.220)  1.329
O (2.645, -4.718, -0.353)  0.011
C (1.611, -5.531, -0.564)  0.007
C (1.934, -6.883, -0.754)  -0.009
C (0.955, -7.815, -1.003)  0.014
C (-0.390, -7.440, -1.080)  -0.006
C (-0.721, -6.120, -0.893)  0.026
C (0.256, -5.147, -0.621)  0.025
C (-0.133, -3.763, -0.361)  -0.054
O (0.683, -2.950, 0.094)  0.133
N (-1.464, -3.449, -0.615)  0.416
N (-1.734, -2.170, -0.469)  0.198
C (-3.031, -1.889, -0.581)  0.017
C (-3.643, -0.638, -0.466)  0.070
C (-5.076, -0.660, -0.474)  -0.022
C (-5.822, 0.463, -0.342)  0.047
C (-5.158, 1.711, -0.200)  0.037
C (-3.804, 1.799, -0.217)  0.003
C (-2.961, 0.643, -0.367)  0.100
O (-1.706, 0.803, -0.432)  0.256
H (2.420, -3.764, -0.308)  -0.001
H (2.978, -7.157, -0.706)  0.000
H (1.235, -8.851, -1.147)  0.001
H (-1.156, -8.175, -1.282)  0.000
H (-1.752, -5.801, -0.946)  0.004
H (-3.672, -2.753, -0.744)  -0.013
H (-5.560, -1.623, -0.579)  -0.003
H (-6.902, 0.415, -0.343)  0.004
H (-5.746, 2.613, -0.078)  0.003
H (-3.311, 2.755, -0.112)  -0.001
C (-2.343, -0.657, 3.109)  0.007
P (-0.644, -0.882, 2.505)  0.207
C (-0.160, -2.510, 3.138)  -0.008
C (0.342, 0.267, 3.503)  0.030
H (-2.392, -0.801, 4.189)  0.000
H (-3.002, -1.375, 2.619)  0.001
H (-2.692, 0.347, 2.862)  -0.002
H (-0.258, -2.553, 4.224)  0.000
H (0.874, -2.699, 2.848)  0.002
H (-0.785, -3.283, 2.688)  0.002
H (0.203, 0.076, 4.568)  0.004
H (0.051, 1.293, 3.277)  -0.005
H (1.389, 0.137, 3.229)  -0.001
O (3.308, -2.118, -0.879)  0.018
Se (2.647, -0.662, -0.698)  -0.093
O (2.059, -0.378, 0.855)  0.083
O (1.218, -0.455, -1.579)  0.025
O (3.603, 0.597, -1.084)  0.042
C (-0.620, 3.458, 1.363)  0.045
C (-0.051, 3.810, -0.004)  0.128
C (-1.123, 4.025, -1.060)  -0.002
Sb (1.459, 2.347, -0.628)  0.742
C (1.660, 2.875, -2.709)  0.046
C (0.665, 2.096, -3.560)  0.019
C (3.084, 2.739, -3.225)  0.001
C (3.207, 3.179, 0.329)  0.053
C (3.254, 4.698, 0.213)  0.001
C (3.320, 2.698, 1.770)  0.029
H (-1.354, 4.207, 1.678)  0.001
H (0.161, 3.424, 2.126)  0.006
H (-1.117, 2.487, 1.337)  -0.007
H (0.569, 4.706, 0.077)  0.010
H (-1.630, 3.094, -1.309)  0.000
H (-0.718, 4.447, -1.979)  0.003
H (-1.875, 4.727, -0.683)  0.008
H (1.383, 3.936, -2.677)  0.015
H (0.887, 1.029, -3.519)  0.000
H (0.741, 2.424, -4.600)  0.003
H (-0.367, 2.235, -3.237)  -0.003
H (3.422, 1.706, -3.186)  0.002
H (3.794, 3.338, -2.652)  -0.001
H (3.117, 3.081, -4.263)  0.003
H (4.000, 2.725, -0.262)  -0.009
H (2.550, 5.180, 0.895)  -0.001
H (3.052, 5.057, -0.798)  -0.002
H (4.253, 5.048, 0.487)  0.009
H (2.513, 3.102, 2.390)  -0.003
H (4.263, 3.040, 2.205)  0.001
H (3.291, 1.610, 1.826)  -0.004

Energy relative to the best compared isomer or geometry (same formula, charge and spin), eV: 0.4276
Maximum force, eV/A: 0.56
2S+1: 5
HOMO (alpha / beta), Eh: -0.2600 / -0.3034
Frontier orbital gap (alpha / beta), eV: 6.65 / 5.90

(4)
C12H19O9PS | ωB97M-V/def2-TZVPD

Each line ends with the Mulliken charge.
Geometry (Å):
C (2.776, -2.556, 0.809)  -1.567
C (1.658, -1.559, 1.107)  0.654
C (2.188, -0.273, 1.732)  -0.237
O (2.782, 0.514, 0.684)  -0.112
P (4.292, 1.020, 0.674)  0.778
O (4.799, 1.202, -0.677)  -0.640
O (4.268, 2.312, 1.620)  -0.506
O (5.161, 0.021, 1.552)  -0.490
O (0.702, -2.139, 1.976)  -0.409
C (-0.537, -2.433, 1.356)  -1.096
C (-1.540, -1.306, 1.419)  0.783
C (-1.418, -0.277, 2.333)  -0.221
C (-2.355, 0.745, 2.371)  -0.680
C (-3.433, 0.739, 1.496)  -0.494
C (-3.570, -0.299, 0.595)  -0.479
C (-2.630, -1.312, 0.553)  -0.571
H (2.444, -3.299, 0.080)  0.347
H (3.008, -3.094, 1.734)  0.341
H (3.675, -2.061, 0.440)  0.381
H (1.202, -1.255, 0.156)  0.235
H (1.356, 0.306, 2.139)  0.091
H (2.887, -0.480, 2.546)  0.263
H (3.468, 2.835, 1.481)  0.339
H (4.984, 0.091, 2.497)  0.356
H (-0.369, -2.710, 0.308)  0.468
H (-0.946, -3.319, 1.855)  0.371
H (-0.585, -0.261, 3.028)  0.555
H (-2.240, 1.543, 3.096)  0.398
H (-4.163, 1.541, 1.529)  0.405
H (-4.405, -0.319, -0.092)  0.387
H (-2.732, -2.110, -0.180)  0.363
C (-0.796, 1.709, -3.302)  -0.216
C (-1.402, 1.504, -4.676)  -0.320
O (-2.733, 1.045, -4.396)  -0.316
S (-3.281, 1.736, -3.064)  1.019
O (-4.081, 2.859, -3.390)  -0.559
O (-3.766, 0.717, -2.206)  -0.423
O (-1.872, 2.263, -2.531)  -0.300
H (-0.488, 0.765, -2.848)  0.206
H (0.037, 2.406, -3.303)  0.301
H (-0.884, 0.752, -5.263)  0.308
H (-1.461, 2.438, -5.237)  0.288

Energy relative to the best compared isomer or geometry (same formula, charge and spin), eV: 1.1834
Maximum force, eV/A: 0.55
SMILES: C[C@H](COP(=O)(O)O)OCc1ccccc1.O=S1(=O)OCCO1
HOMO, Eh: -0.3382
Frontier orbital gap, eV: 9.44